--- P ---
Below is a cluster of 4 separate species, C5H16O3 in total, with properties calculated with wB97M-V/def2-TZVPD.

Each line ends with the natural charge from an NBO analysis.
Cartesian coordinates (Å):
C 1.05 1.86 -0.67  -0.6458
C 0.42 0.65 -0.14  -0.1790
C 0.33 -0.45 -0.97  0.0008
C -0.69 -1.53 -0.91  -0.6609
C 1.11 -0.40 -2.26  -0.6328
H 0.46 2.80 -0.46  0.2213
H 2.03 2.09 -0.19  0.2091
H 1.10 1.73 -1.79  0.2032
H 0.07 0.74 0.87  0.1972
H -0.32 -2.53 -0.60  0.2280
H -1.06 -1.63 -1.97  0.2067
H -1.50 -1.50 -0.25  0.2201
H 0.70 -1.19 -2.91  0.2033
H 2.12 -0.60 -2.15  0.2175
H 1.00 0.62 -2.70  0.2086
O 1.16 -0.77 2.81  -0.9403
H 1.53 0.15 2.71  0.4957
H 1.75 -1.27 3.52  0.4958
O -0.93 -0.50 4.16  -1.0130
H -0.18 -0.72 3.62  0.4903
H -1.69 -0.09 3.84  0.4735
O -2.70 1.10 -0.91  -0.9282
H -3.32 1.29 -1.52  0.4553
H -2.43 0.15 -1.13  0.4734

Calculated values
E_HOMO: -8.400 eV
Gap between HOMO and LUMO: 8.865 eV
LUMO level: 0.46 eV

***

--- Q ---
Below is a cluster of 4 separate species, C5H16O3 in total, with properties calculated with wB97M-V/def2-TZVPD.

Each line ends with the natural charge from an NBO analysis.
Cartesian coordinates (Å):
C 0.17 -0.29 0.96  -0.4493
C 1.21 0.32 0.41  -0.1616
C 1.08 1.20 -0.85  -0.4455
C -0.22 2.00 -0.84  -0.4153
C -0.28 3.11 0.20  -0.6196
H -0.79 0.09 0.67  0.2081
H 0.19 -0.91 1.85  0.2024
H 2.26 0.20 0.62  0.1985
H 1.92 1.88 -0.78  0.2017
H 1.19 0.71 -1.81  0.2248
H -1.07 1.31 -0.87  0.2069
H -0.48 2.46 -1.79  0.2131
H 0.19 2.90 1.16  0.2082
H 0.10 4.02 -0.25  0.2087
H -1.30 3.37 0.47  0.2140
O 2.04 -2.80 1.11  -0.9569
H 1.78 -2.16 0.47  0.4787
H 2.27 -2.44 1.96  0.4792
O -2.83 -1.38 -1.53  -0.9363
H -3.21 -2.00 -0.90  0.4719
H -1.90 -1.64 -1.49  0.4654
O -0.99 -3.65 0.32  -0.9285
H -1.08 -3.05 1.06  0.4654
H -0.24 -3.25 -0.13  0.4662

Calculated values
E_HOMO: -10.358 eV
Gap between HOMO and LUMO: 10.903 eV
LUMO level: 0.55 eV

***

Which of them is least stable? Easy: P.